# 1
Below is 2 unconnected molecules or ions with the total composition C6H10NO2 at a distorted geometry, with properties calculated with ωB97M-V with the def2-TZVPD basis set.

Atoms and positions in Å:
1 C 0.780480 0.636746 0.445619
2 C 3.013504 0.376648 -0.423540
3 C -1.706899 0.301003 0.912017
4 C -0.234020 -1.601163 0.027445
5 C -0.679096 0.364433 -1.445500
6 C -0.524368 -0.088319 0.021970
7 N 0.924471 1.232387 1.575448
8 O 3.089404 1.078482 -1.385776
9 O 3.564181 -0.379813 0.314385
10 H -2.525737 -0.049897 0.287717
11 H -1.809350 1.437863 0.903461
12 H -1.627434 -0.060130 1.919980
13 H -1.197484 -2.245574 -0.148047
14 H 0.325471 -1.895738 0.902473
15 H 0.479713 -1.876143 -0.715397
16 H 0.227942 0.740324 -1.798721
17 H -0.748425 -0.386387 -2.147050
18 H -1.475954 1.049697 -1.528129
19 H 0.123598 1.365579 2.281651

Cartesian forces, eV/Å:
C 1.3 -0.6 1.6
C -0.5 0.0 -0.1
C 0.1 1.6 -2.1
C -1.6 -0.5 0.2
C -0.4 0.0 1.8
C 1.4 0.3 -0.3
N -0.3 0.5 0.3
O -0.2 0.0 0.1
O -0.5 0.1 0.1
H -0.8 -0.4 0.8
H 0.2 -1.3 0.3
H -0.3 -0.3 0.3
H 1.6 1.1 0.5
H -0.4 -0.2 0.9
H 0.3 0.1 -1.1
H 1.6 1.5 -0.1
H -1.2 -2.3 -1.3
H -0.9 1.0 -0.5
H 0.5 -0.6 -1.4

Kohn-Sham gap	6.0	eV
charge	-1
LUMO	3.7	eV
largest force on an atom	2.93	eV Å⁻¹
E	-11968.120	eV
HOMO level	-2.34	eV

=====

# 2
Below is a gas-phase ion, C6H10NO3 (charge +1) at a distorted geometry, with properties calculated with ωB97M-V with the def2-TZVPD basis set.

Atoms and positions in Å:
1 C 0.236496 -3.346998 -0.051987
2 C 0.672016 -1.981086 0.274372
3 O 1.420175 -1.721017 1.115648
4 C -0.184800 -0.909816 -0.466435
5 O -1.314605 -1.013692 -1.204874
6 C 0.135122 0.416364 -0.185197
7 N -0.749183 1.504473 -0.614546
8 C -0.222975 2.755875 0.135576
9 C 0.749837 2.140292 1.155717
10 O 1.136419 0.824990 0.586603
11 H 0.637589 -3.561632 -1.135815
12 H 0.793281 -4.084710 0.504797
13 H -0.735907 -3.654115 0.097082
14 H -1.490228 -1.956330 -1.527614
15 H -0.464545 1.719703 -1.589990
16 H -1.774462 1.264437 -0.596107
17 H -0.923292 3.384413 0.670768
18 H 0.192030 3.528249 -0.545065
19 H 1.673261 2.905733 1.288047
20 H 0.213771 1.784871 2.089020

Cartesian forces, eV/Å:
C 3.6 -1.6 -2.8
C -4.6 -0.9 -2.4
O 2.9 1.4 2.4
C 1.8 3.9 1.4
O -0.6 -2.6 -1.0
C -0.7 -3.8 0.3
N 0.4 1.7 -1.0
C 0.3 0.4 0.6
C 1.1 0.1 0.3
O 0.3 2.2 -0.3
H -1.3 0.3 1.6
H 0.5 0.1 0.5
H -2.5 0.1 -0.1
H 0.5 1.8 0.7
H -0.8 -0.4 0.3
H 1.2 0.3 0.2
H -1.0 -0.7 0.1
H 0.3 -1.2 -0.1
H -2.1 -2.4 0.0
H 0.8 1.3 -0.7

Kohn-Sham gap	9.2	eV
charge	+1
LUMO	-3.5	eV
largest force on an atom	5.23	eV Å⁻¹
SMILES	CC(=O)/C(O)=C1/[NH2+]CCO1
E	-14007.057	eV
HOMO level	-12.62	eV

=====

# 3
Below is a gas-phase ion, C6H10NO5P (charge -2) at a distorted geometry, with properties calculated with ωB97M-V with the def2-TZVPD basis set.

Atoms and positions in Å:
1 C 2.653222 -1.145766 0.028797
2 N 2.308197 0.244188 0.019015
3 C 3.414393 1.166818 -0.028547
4 C 1.024001 0.702586 0.023095
5 O 0.817398 1.907252 0.011861
6 P -0.310353 -0.656267 0.018580
7 O -0.140895 -1.412169 -1.266516
8 O -0.157718 -1.432158 1.294770
9 C -1.828669 0.401945 0.020726
10 C -3.052652 -0.495179 -0.033970
11 C -4.447217 0.243588 -0.012019
12 O -5.439950 -0.511785 -0.049730
13 O -4.452868 1.484026 0.043122
14 H 3.181757 -1.420130 -0.893697
15 H 3.304281 -1.369934 0.884480
16 H 1.738737 -1.724955 0.106347
17 H 4.062042 1.048306 0.849272
18 H 4.017382 1.009306 -0.931905
19 H 2.994275 2.172839 -0.040099
20 H -1.836013 1.011122 0.926144
21 H -1.799675 1.072412 -0.839641
22 H -3.017077 -1.105661 -0.943674
23 H -3.032592 -1.190381 0.813596

Cartesian forces, eV/Å:
C 0.0 -0.2 0.0
N 0.9 0.1 0.0
C -0.3 0.1 0.0
C 0.0 -0.5 0.0
O -0.4 0.5 0.0
P -1.0 0.5 0.0
O 0.1 0.2 -0.3
O 0.1 0.2 0.3
C 0.6 -0.6 0.0
C -0.5 0.2 0.0
C 0.7 -0.5 0.0
O -0.5 -0.5 0.0
O 0.2 0.8 0.0
H 0.0 0.0 0.0
H 0.0 0.0 0.0
H 0.3 -0.3 0.0
H 0.0 0.0 0.0
H 0.0 0.0 0.0
H 0.1 0.0 0.0
H 0.0 0.0 -0.1
H 0.0 0.0 0.1
H -0.1 0.0 0.1
H -0.1 0.0 -0.1

Kohn-Sham gap	6.4	eV
charge	-2
LUMO	5.4	eV
largest force on an atom	1.09	eV Å⁻¹
SMILES	CN(C)C(=O)[P@@](=O)([O-])CCC(=O)[O-]
E	-27403.505	eV
HOMO level	-1.06	eV

=====

# 4
Below is 2 unconnected molecules or ions with the total composition C6H10NOP at a distorted geometry, with properties calculated with ωB97M-V with the def2-TZVPD basis set.

Atoms and positions in Å:
1 C 0.340280 -1.252666 0.686495
2 C 0.110718 -0.424922 1.829570
3 C 0.973270 0.715796 0.187478
4 C 0.226878 -2.740479 0.702150
5 C 1.501732 1.824461 -0.613815
6 C -1.982946 0.979761 -1.292438
7 N 0.574746 0.836822 1.433701
8 O 0.914811 -0.509715 -0.290327
9 P -2.647219 -0.016092 0.090245
10 H 1.248755 -3.087393 0.820373
11 H -0.471557 -2.904535 1.576812
12 H -0.091499 -3.098279 -0.374150
13 H 1.633389 1.462952 -1.661511
14 H 0.847712 2.709762 -0.774124
15 H 2.483135 2.198340 -0.263658
16 H -2.198333 0.563734 -2.263204
17 H -0.853534 1.091449 -1.223690
18 H -2.458980 1.898556 -1.322292
19 H -0.151351 -0.247547 2.752381

Cartesian forces, eV/Å:
C -1.1 0.4 4.2
C 3.3 0.8 -8.2
C -0.1 2.2 2.8
C -0.6 0.7 -2.2
C 0.7 0.7 -2.3
C 1.9 -1.6 0.2
N 0.2 0.0 -1.9
O -0.6 -1.4 -0.2
P -0.1 -0.1 -0.1
H -0.1 -0.7 0.5
H 0.9 -0.6 -1.4
H 0.0 0.3 2.4
H 0.2 0.1 0.7
H 0.1 -0.7 0.8
H -0.5 -0.3 0.0
H 0.0 -0.6 -0.4
H -1.5 0.0 -0.1
H -0.7 2.2 0.3
H -2.1 -1.4 5.0

Kohn-Sham gap (alpha / beta)	7.0 / 6.9	eV
LUMO (alpha / beta)	-0.6 / -0.6	eV
largest force on an atom	8.88	eV Å⁻¹
E	-19206.124	eV
HOMO level (alpha / beta)	-7.59 / -7.48	eV

=====

# 5
Below is 2 unconnected molecules or ions with the total composition C6H10O at a distorted geometry, with properties calculated with ωB97M-V with the def2-TZVPD basis set.

Atoms and positions in Å:
1 C -1.451152 0.694998 -0.759375
2 C -1.719385 0.775811 -2.106116
3 C 0.891763 -0.076228 -0.907709
4 C -0.263940 0.220433 -0.161980
5 C 3.088518 -1.274256 -1.097009
6 C 2.033833 -0.753157 -0.399798
7 H -2.143420 1.292257 -0.163115
8 H -2.624402 1.265977 -2.449749
9 H -0.985739 0.532102 -2.865687
10 H 1.044333 0.455406 -1.847395
11 H -0.089335 0.350595 0.902769
12 H 3.386000 -1.135336 -2.124516
13 H 3.660445 -2.093050 -0.658444
14 H 2.161957 -0.710783 0.688515
15 H -2.639706 -0.090741 3.962694
16 H -1.713480 0.353490 5.105263
17 O -2.636290 0.192482 4.881654

Cartesian forces, eV/Å:
C 0.3 1.0 -0.4
C 0.0 0.2 -0.1
C 0.7 0.5 0.3
C 0.6 0.6 -0.2
C 0.8 -0.8 0.4
C -0.1 0.9 -0.3
H -0.2 -0.6 0.4
H 0.0 0.0 0.0
H -0.1 -0.4 0.0
H -0.4 -0.7 -0.5
H -0.5 -0.4 0.3
H -0.8 0.2 -0.5
H 0.3 0.6 0.4
H -0.6 -1.0 0.0
H 0.1 0.0 -0.1
H -0.1 0.0 -0.2
O 0.0 0.0 0.2

Kohn-Sham gap (alpha / beta)	4.0 / 5.7	eV
⟨S²⟩	0.79
charge	-1
multiplicity	2
LUMO (alpha / beta)	3.3 / 3.2	eV
largest force on an atom	1.18	eV Å⁻¹
E	-8428.985	eV
HOMO level (alpha / beta)	-0.78 / -2.45	eV

=====

# 6
Below is 2 unconnected molecules or ions with the total composition C6H10O, with properties calculated with ωB97M-V with the def2-TZVPD basis set.

Atoms and positions in Å:
1 C 1.285289 1.207748 0.998509
2 C 2.218059 0.276574 0.798863
3 C 1.877391 -1.167123 0.851541
4 O 0.744576 -1.602563 0.898054
5 H 1.495376 2.269010 0.905233
6 H 0.259757 0.928877 1.226990
7 H 3.253046 0.535072 0.579716
8 H 2.738570 -1.864461 0.835969
9 C -1.000172 0.534499 -1.102004
10 C -1.714991 -0.772532 -1.250979
11 C -1.920128 0.052290 -0.013940
12 H 0.069287 0.491042 -0.934514
13 H -1.323456 1.385790 -1.694132
14 H -2.518187 -0.845239 -1.977283
15 H -1.109446 -1.666362 -1.134038
16 H -2.868173 0.569450 0.106045
17 H -1.486805 -0.332079 0.905973

Cartesian forces, eV/Å:
C 0.1 0.0 0.0
C -0.1 0.2 0.0
C -0.3 -0.2 0.1
O 0.6 0.3 0.0
H 0.1 -0.1 0.1
H 0.2 0.0 0.0
H -0.2 0.0 0.0
H -0.1 0.0 0.0
C 0.1 0.2 -0.1
C -0.1 -0.2 -0.1
C -0.1 0.0 0.1
H -0.2 0.0 -0.1
H 0.0 -0.2 0.0
H 0.1 0.0 0.1
H -0.1 0.1 -0.1
H 0.2 -0.1 0.0
H -0.1 0.1 -0.2

Kohn-Sham gap	10.1	eV
LUMO	0.0	eV
largest force on an atom	0.63	eV Å⁻¹
SMILES	C=CC=O.C1CC1
E	-8429.430	eV
HOMO level	-10.14	eV

=====

# 7
Below is a molecular structure, C6H10O at a distorted geometry, with properties calculated with ωB97M-V with the def2-TZVPD basis set.

Atoms and positions in Å:
1 C -0.048524 -0.537001 2.024056
2 C -0.020778 -0.254333 0.512309
3 C 0.937676 0.782556 -0.117914
4 C -0.271513 1.459134 -0.535333
5 C -0.117506 1.089139 -1.947267
6 C -0.105462 -1.522238 -0.333092
7 O -1.142273 0.646164 0.233419
8 H -1.026761 -0.988179 2.250969
9 H 0.012200 0.375096 2.625526
10 H 0.716633 -1.241434 2.362785
11 H 0.379394 -1.330151 -1.287556
12 H 1.961124 1.045090 0.144225
13 H -0.288882 2.551731 -0.482582
14 H 0.111032 0.176136 -2.465507
15 H -0.396537 1.886031 -2.628934
16 H -1.147501 -1.805169 -0.499394
17 H 0.447678 -2.332572 0.144289

Cartesian forces, eV/Å:
C 0.1 0.0 -0.2
C 0.2 -0.3 0.2
C 0.4 -0.4 1.2
C 0.3 0.5 -0.4
C -0.4 0.7 -1.0
C 0.1 -0.2 0.0
O -0.2 0.1 0.1
H 0.2 0.1 -0.2
H 0.1 0.0 -0.3
H 0.0 0.1 -0.2
H -0.2 -0.3 0.0
H -0.4 0.2 -0.3
H -0.7 -0.1 0.3
H -0.3 -0.4 0.7
H 0.9 0.3 -0.2
H 0.1 -0.1 0.1
H -0.1 -0.1 0.0

Kohn-Sham gap (alpha / beta)	8.6 / 8.2	eV
LUMO (alpha / beta)	0.4 / 0.3	eV
largest force on an atom	1.31	eV Å⁻¹
E	-8426.557	eV
HOMO level (alpha / beta)	-8.22 / -7.95	eV

=====

# 8
Below is a molecular structure, C6H10O, with properties calculated with ωB97M-V with the def2-TZVPD basis set.

Atoms and positions in Å:
1 C 2.545571 0.694192 -0.304461
2 C 1.941985 -0.678205 -0.099847
3 O 0.250750 -0.039968 0.351801
4 C -0.825692 -0.965839 0.641394
5 C -2.049521 -0.065735 0.846181
6 C -1.835247 0.472876 -0.609256
7 C -0.633024 -0.450135 -0.715371
8 H 2.090118 1.224516 -1.156265
9 H 2.576400 1.366481 0.569174
10 H 3.590788 0.482290 -0.579853
11 H 2.197986 -0.983444 0.937684
12 H -0.565482 -1.923034 1.086643
13 H -1.949742 0.663433 1.654440
14 H -2.992736 -0.612320 0.952302
15 H -2.637156 0.184886 -1.292076
16 H -1.599777 1.534939 -0.739547
17 H -0.105219 -0.904934 -1.542939

Cartesian forces, eV/Å:
C 0.0 -0.1 0.0
C 0.0 0.1 0.3
O 0.2 0.0 0.2
C -0.2 -0.2 0.1
C -0.1 0.1 0.1
C 0.0 0.0 -0.2
C 0.1 0.0 -0.3
H 0.2 -0.2 0.2
H -0.1 -0.1 -0.2
H -0.1 0.0 0.0
H -0.1 0.1 -0.2
H 0.1 0.3 -0.1
H 0.0 -0.1 -0.1
H 0.3 0.0 0.0
H 0.0 0.0 0.1
H -0.1 -0.2 0.1
H -0.1 0.1 0.0

Kohn-Sham gap	8.3	eV
LUMO	1.0	eV
largest force on an atom	0.33	eV Å⁻¹
E	-8425.634	eV
HOMO level	-7.32	eV

=====

# 9
Below is C6H10O in the gas phase, with properties calculated with ωB97M-V with the def2-TZVPD basis set.

Atoms and positions in Å:
1 C 1.129956 0.103023 -1.706923
2 C 0.040494 -0.620154 -0.899517
3 O 0.701821 -1.317728 0.164466
4 C 0.158786 -1.011565 1.438160
5 C -0.915770 0.037374 1.234051
6 C -0.459879 1.349063 0.665610
7 C -0.994459 0.281640 -0.242782
8 H 2.062361 -0.068804 -1.162587
9 H 0.965156 1.184633 -1.766037
10 H 1.244592 -0.292795 -2.721379
11 H -0.478547 -1.355135 -1.531981
12 H -0.254535 -1.918177 1.900018
13 H 0.975394 -0.646016 2.076443
14 H -1.807907 -0.003973 1.850726
15 H 0.610841 1.546910 0.644606
16 H -1.076252 2.225084 0.844686
17 H -1.947062 0.428902 -0.746261

Cartesian forces, eV/Å:
C 0.1 0.0 0.0
C -0.1 0.1 -0.2
O 0.0 0.0 0.0
C -0.1 0.0 0.3
C -0.1 -0.1 0.1
C 0.1 0.2 0.1
C 0.0 -0.1 -0.1
H 0.0 0.1 -0.2
H -0.1 -0.2 0.0
H -0.1 0.1 0.2
H 0.1 0.1 0.1
H 0.0 0.1 -0.1
H -0.1 -0.1 0.0
H 0.1 0.0 -0.1
H -0.2 -0.1 0.0
H 0.1 -0.2 0.0
H 0.2 0.0 0.1

Kohn-Sham gap	10.6	eV
LUMO	1.1	eV
largest force on an atom	0.31	eV Å⁻¹
SMILES	C[C@H]1OC[C@H]2C[C@H]21
E	-8430.423	eV
HOMO level	-9.44	eV

=====

# 10
Below is 2 unconnected molecules or ions with the total composition C6H10O at a distorted geometry, with properties calculated with ωB97M-V with the def2-TZVPD basis set.

Atoms and positions in Å:
1 C 2.012919 -1.489118 -0.231764
2 C 1.435103 -0.347707 0.135536
3 C 0.286896 0.353611 -0.559503
4 C 0.102547 1.700844 -0.482327
5 C -0.508369 -0.552423 -1.419387
6 C -1.853261 -0.600247 -1.652779
7 H 2.915169 -1.811814 0.293054
8 H 1.566081 -2.378047 -0.925110
9 H 1.937332 0.250761 0.965492
10 H -0.612523 2.190280 -1.153192
11 H 0.437968 2.375218 0.321711
12 H 0.012178 -1.335727 -2.092896
13 H -2.093190 -1.361020 -2.464923
14 H -2.438615 0.387947 -1.436164
15 O -0.764626 1.082921 3.497190
16 H -0.859637 0.167408 3.199802
17 H -1.575974 1.367119 4.005265

Cartesian forces, eV/Å:
C -0.9 -2.8 -0.7
C 0.1 1.6 0.5
C 0.6 0.2 0.3
C -0.9 -0.8 0.3
C -1.0 -1.3 -2.2
C 1.5 2.0 -1.1
H -0.3 0.1 -0.1
H 1.0 2.8 1.4
H -0.6 -0.7 -1.3
H 0.1 -0.4 0.2
H 0.6 -0.7 -0.5
H -0.3 1.2 1.8
H -0.5 1.3 1.4
H 0.4 -2.5 0.0
O -0.9 0.6 0.7
H -0.4 0.3 0.3
H 1.3 -0.9 -1.0

Kohn-Sham gap	9.5	eV
LUMO	0.6	eV
largest force on an atom	3.29	eV Å⁻¹
SMILES	C=CC(=C)C=C.O
E	-8428.343	eV
HOMO level	-8.85	eV